No. 1
{"formula": "C33H34IrN5O6S2", "method": "ωB97M-V with the def2-TZVPD basis set", "e_above_lowest_ev": 0.000, "spin_multiplicity": 2, "e_lumo_ev": [-3.286, -3.289], "orbital_gap_ev": [6.794, 6.784], "s2": 0.7528, "homo_ha": [-0.3704, -0.3702], "charge": 1, "total_energy_ha": -2903.67491, "species": ["Ir", "C", "C", "C", "C", "C", "N", "C", "C", "C", "N", "C", "C", "C", "C", "C", "C", "C", "C", "N", "C", "C", "C", "N", "C", "C", "C", "C", "O", "C", "O", "H", "H", "H", "H", "H", "H", "H", "H", "H", "H", "H", "H", "H", "H", "H", "H", "H", "H", "H", "H", "H", "H", "H", "H", "H", "H", "H", "H", "S", "C", "C", "C", "C", "C", "C", "C", "C", "C", "N", "H", "H", "H", "H", "H", "H", "O", "S", "O", "O", "O"], "coordinates": [[0.401, 0.891, -0.118], [4.639, -3.562, -3.545], [3.473, -2.683, -3.186], [2.184, -2.991, -3.517], [1.103, -2.136, -3.189], [-0.210, -2.597, -3.407], [-1.296, -1.944, -3.080], [-2.653, -2.482, -3.133], [-3.269, -2.637, -1.736], [-3.117, -1.342, -0.956], [-3.873, -1.319, 0.296], [-4.051, -0.317, 1.119], [-3.572, 1.018, 1.141], [-4.283, 1.885, 2.004], [-3.976, 3.214, 2.160], [-4.757, 4.115, 3.074], [-2.888, 3.693, 1.423], [-2.098, 2.876, 0.636], [-0.995, 3.470, -0.113], [0.016, 2.834, -0.572], [1.026, 3.536, -1.359], [2.358, 3.707, -0.622], [2.915, 2.459, 0.093], [2.368, 1.232, -0.483], [3.083, 0.550, -1.296], [2.675, -0.624, -2.078], [3.677, -1.489, -2.461], [1.323, -0.885, -2.509], [0.346, -0.103, -2.291], [-2.393, 1.491, 0.498], [-1.644, 0.716, -0.200], [4.303, -4.480, -4.025], [5.214, -3.836, -2.660], [5.316, -3.054, -4.234], [1.969, -3.918, -4.041], [-0.349, -3.592, -3.824], [-1.106, -0.995, -2.723], [-2.614, -3.448, -3.636], [-3.264, -1.813, -3.741], [-2.768, -3.455, -1.211], [-4.320, -2.913, -1.854], [-3.433, -0.490, -1.561], [-2.081, -1.174, -0.699], [-4.312, -2.185, 0.570], [-4.741, -0.559, 1.921], [-5.114, 1.472, 2.566], [-5.358, 3.534, 3.772], [-5.429, 4.767, 2.512], [-4.090, 4.748, 3.660], [-2.633, 4.747, 1.491], [-1.058, 4.539, -0.319], [0.660, 4.521, -1.658], [1.173, 2.947, -2.266], [2.265, 4.506, 0.115], [3.077, 4.050, -1.369], [2.632, 2.466, 1.143], [4.006, 2.453, 0.036], [4.122, 0.860, -1.422], [4.694, -1.243, -2.168], [3.711, 0.430, 2.969], [3.152, 1.737, 3.924], [1.799, 1.855, 3.891], [1.203, 0.879, 3.046], [2.115, 0.048, 2.454], [1.790, -1.139, 1.663], [2.305, -2.378, 2.038], [1.894, -3.522, 1.388], [0.947, -3.407, 0.383], [0.497, -2.151, 0.047], [0.929, -1.024, 0.626], [3.856, 2.337, 4.476], [1.223, 2.573, 4.455], [2.975, -2.426, 2.884], [2.276, -4.490, 1.685], [0.565, -4.274, -0.137], [-0.220, -2.014, -0.746], [-0.136, 0.783, 2.860], [-0.934, -0.547, 3.691], [-1.989, 0.166, 4.356], [-1.361, -1.386, 2.591], [0.131, -1.084, 4.491]], "mulliken_spin": [0.85, 0.00, 0.00, 0.00, 0.02, 0.00, 0.00, 0.00, 0.00, 0.00, 0.00, 0.00, 0.01, 0.00, 0.00, 0.00, 0.00, -0.05, 0.00, 0.01, 0.02, 0.00, 0.01, 0.00, -0.02, 0.01, -0.01, -0.01, 0.06, 0.05, -0.01, 0.00, 0.00, 0.00, 0.00, 0.00, 0.00, 0.00, 0.00, 0.00, 0.00, 0.00, 0.00, 0.00, 0.00, 0.00, 0.00, 0.00, 0.00, 0.00, 0.00, 0.00, 0.00, 0.00, 0.00, 0.00, 0.00, 0.00, 0.00, 0.00, 0.01, 0.00, 0.03, 0.03, -0.04, 0.00, 0.00, 0.00, 0.00, -0.01, 0.00, 0.00, 0.00, 0.00, 0.00, 0.00, 0.02, 0.00, 0.00, 0.00, 0.00]}

=====

No. 2
{"formula": "C33H34N6O3ReS6", "method": "ωB97M-V with the def2-TZVPD basis set", "e_above_lowest_ev": 0.000, "spin_multiplicity": 4, "e_lumo_ev": [-6.581, -7.953], "orbital_gap_ev": [5.894, 4.509], "s2": 3.7998, "homo_ha": [-0.4584, -0.4580], "charge": 2, "total_energy_ha": -4299.08377, "species": ["Re", "C", "C", "N", "N", "C", "O", "C", "C", "C", "C", "C", "C", "C", "C", "C", "C", "C", "N", "H", "H", "H", "H", "H", "H", "H", "H", "H", "H", "H", "H", "C", "C", "S", "C", "C", "S", "C", "C", "S", "H", "H", "H", "H", "H", "H", "H", "H", "H", "H", "H", "H", "N", "C", "S", "C", "C", "C", "N", "C", "C", "H", "H", "H", "H", "H", "H", "O", "S", "O", "N", "C", "S", "C", "C", "C", "C", "C", "C", "H", "H", "H", "H"], "coordinates": [[0.827, -0.790, 1.041], [-0.115, -4.350, -1.194], [0.425, -3.062, -0.700], [-0.182, -2.323, 0.198], [-1.501, -2.448, 0.459], [-1.987, -1.237, 0.674], [-1.215, -0.187, 0.667], [-3.430, -1.063, 0.831], [-4.273, -2.173, 0.917], [-5.637, -1.990, 1.039], [-6.167, -0.706, 1.082], [-5.330, 0.400, 1.006], [-3.964, 0.226, 0.883], [1.568, -2.368, -1.278], [2.311, -2.832, -2.349], [3.227, -1.984, -2.958], [3.368, -0.687, -2.488], [2.621, -0.291, -1.393], [1.754, -1.108, -0.789], [-0.982, -4.629, -0.601], [-0.418, -4.278, -2.240], [0.649, -5.126, -1.111], [-3.846, -3.165, 0.877], [-6.289, -2.850, 1.097], [-7.237, -0.565, 1.163], [-5.749, 1.396, 1.042], [-3.301, 1.080, 0.815], [2.163, -3.845, -2.695], [3.821, -2.333, -3.792], [4.047, 0.013, -2.952], [2.710, 0.708, -0.980], [1.224, 3.137, -4.154], [0.623, 1.751, -4.423], [0.022, 0.879, -2.942], [-1.503, 1.787, -2.513], [-1.262, 3.048, -1.660], [-0.021, 2.751, -0.343], [0.977, 4.262, -0.409], [1.648, 4.600, -1.750], [2.350, 3.203, -2.698], [0.441, 3.874, -3.990], [1.804, 3.450, -5.021], [1.376, 1.075, -4.829], [-0.200, 1.824, -5.133], [-2.089, 1.056, -1.953], [-2.029, 2.031, -3.435], [-2.187, 3.361, -1.176], [-0.894, 3.870, -2.269], [1.716, 4.103, 0.367], [0.342, 5.101, -0.121], [2.478, 5.272, -1.536], [0.967, 5.126, -2.416], [-2.126, -1.341, 7.538], [-1.537, -0.293, 6.955], [-1.255, 1.138, 7.719], [-1.053, -0.465, 5.563], [-0.406, -1.639, 5.161], [0.108, -1.718, 3.889], [-0.027, -0.725, 2.991], [-0.674, 0.395, 3.369], [-1.182, 0.562, 4.637], [-2.444, -1.260, 8.490], [-2.338, -2.185, 7.033], [-0.265, -2.462, 5.846], [0.635, -2.606, 3.566], [-0.793, 1.164, 2.617], [-1.649, 1.496, 4.910], [2.574, 3.103, 2.088], [2.553, 1.943, 2.911], [1.601, 1.867, 3.975], [2.328, 0.537, 1.954], [3.253, -0.346, 2.284], [2.931, -1.946, 1.840], [4.375, 0.140, 3.067], [5.554, -0.519, 3.380], [6.501, 0.168, 4.126], [6.265, 1.469, 4.557], [5.078, 2.130, 4.247], [4.156, 1.446, 3.492], [5.725, -1.529, 3.032], [7.437, -0.315, 4.372], [7.017, 1.982, 5.141], [4.889, 3.139, 4.586]], "mulliken_spin": [2.70, 0.00, 0.10, -0.15, 0.02, 0.02, 0.13, 0.00, 0.00, 0.00, 0.00, 0.00, 0.00, 0.06, 0.03, 0.02, -0.01, 0.01, -0.06, 0.00, 0.01, 0.01, 0.00, 0.00, 0.00, 0.00, 0.00, 0.00, 0.00, 0.00, 0.02, 0.00, 0.00, 0.00, 0.00, 0.00, 0.01, 0.01, 0.00, 0.00, 0.00, 0.00, 0.00, 0.00, 0.00, 0.00, 0.00, 0.00, 0.00, 0.00, 0.00, 0.00, 0.00, 0.00, 0.01, 0.01, -0.01, 0.01, 0.00, 0.01, -0.01, 0.00, 0.00, 0.00, 0.01, 0.00, 0.00, 0.00, 0.00, 0.00, 0.03, 0.03, -0.05, 0.01, 0.01, 0.00, 0.01, 0.00, 0.01, 0.00, 0.00, 0.00, 0.00]}

=====

No. 3
{"formula": "C33H35ClFNO18S2Si2", "method": "ωB97M-V with the def2-TZVPD basis set", "spin_multiplicity": 1, "e_lumo_ev": -1.616, "orbital_gap_ev": 6.333, "homo_ha": -0.2922, "charge": 0, "total_energy_ha": -4623.17207, "species": ["C", "Si", "F", "C", "C", "C", "S", "C", "S", "N", "C", "C", "O", "C", "C", "O", "Si", "Cl", "H", "H", "H", "H", "H", "H", "H", "H", "H", "H", "H", "H", "H", "H", "H", "H", "H", "H", "H", "C", "C", "C", "O", "C", "C", "C", "O", "O", "O", "H", "H", "H", "H", "C", "C", "C", "O", "C", "C", "C", "O", "O", "O", "H", "H", "H", "H", "C", "C", "C", "O", "C", "C", "C", "O", "O", "O", "H", "H", "H", "H", "C", "C", "C", "O", "C", "C", "C", "O", "O", "O", "H", "H", "H", "H"], "coordinates": [[0.104, 4.647, 1.869], [-1.687, 5.014, 1.598], [-2.340, 3.693, 0.927], [-2.518, 5.438, 3.206], [-3.957, 4.953, 3.446], [-4.093, 3.425, 3.501], [-5.655, 2.706, 2.929], [-5.799, 3.335, 1.244], [-5.301, 2.370, 0.032], [-6.397, 4.569, 0.999], [-5.598, 5.449, 0.126], [-6.350, 6.759, -0.220], [-7.625, 6.817, 0.380], [-7.454, 6.661, 1.767], [-7.102, 5.212, 2.125], [-1.944, 6.235, 0.497], [-1.640, 6.037, -1.107], [-3.329, 5.506, -2.131], [0.704, 4.711, 0.962], [0.148, 3.611, 2.219], [0.528, 5.291, 2.645], [-2.523, 6.535, 3.258], [-1.860, 5.100, 4.016], [-4.610, 5.389, 2.690], [-4.293, 5.357, 4.407], [-4.095, 3.111, 4.550], [-3.263, 2.910, 3.016], [-4.600, 5.659, 0.528], [-5.440, 4.903, -0.803], [-6.512, 6.819, -1.295], [-5.757, 7.630, 0.091], [-6.629, 7.315, 2.095], [-8.345, 6.988, 2.301], [-8.018, 4.641, 2.289], [-6.528, 5.228, 3.052], [-1.165, 7.304, -1.674], [-0.642, 4.973, -1.305], [3.161, 0.936, -2.110], [2.976, 1.588, -0.954], [1.683, 1.500, -0.177], [1.628, 2.126, 0.868], [0.600, 0.704, -0.711], [0.783, 0.053, -1.869], [2.086, 0.123, -2.634], [2.154, -0.530, -3.661], [-0.138, -0.704, -2.442], [3.892, 2.356, -0.384], [4.085, 0.985, -2.668], [-0.328, 0.662, -0.157], [0.260, -1.051, -3.263], [3.490, 2.689, 0.442], [3.167, -3.498, -2.147], [4.300, -3.405, -1.435], [5.020, -4.632, -0.917], [6.069, -4.462, -0.308], [4.455, -5.933, -1.178], [3.315, -6.025, -1.885], [2.608, -4.800, -2.422], [1.596, -5.023, -3.057], [2.717, -7.162, -2.178], [4.866, -2.249, -1.139], [2.650, -2.630, -2.530], [4.976, -6.799, -0.794], [1.913, -6.949, -2.705], [5.637, -2.433, -0.573], [-2.756, -8.759, -5.091], [-1.554, -8.799, -4.500], [-0.773, -7.545, -4.187], [0.304, -7.688, -3.634], [-1.327, -6.262, -4.554], [-2.529, -6.221, -5.148], [-3.324, -7.473, -5.445], [-4.410, -7.321, -5.972], [-3.126, -5.103, -5.524], [-0.947, -9.919, -4.138], [-3.325, -9.649, -5.318], [-0.746, -5.377, -4.333], [-3.980, -5.369, -5.917], [-0.100, -9.652, -3.733], [7.956, -3.529, 4.229], [7.156, -3.444, 3.151], [6.331, -2.206, 2.877], [5.645, -2.192, 1.872], [6.396, -1.103, 3.814], [7.194, -1.198, 4.887], [8.036, -2.423, 5.153], [8.737, -2.396, 6.149], [7.324, -0.248, 5.800], [7.048, -4.426, 2.279], [8.552, -4.406, 4.435], [5.792, -0.230, 3.612], [7.967, -0.591, 6.451], [6.429, -4.213, 1.544]], "mulliken_charge": [-0.97, 0.55, -0.18, -1.28, 0.21, -0.55, -0.19, 0.12, -0.25, 0.02, 0.27, -0.89, -0.46, -0.63, -0.49, -0.07, 0.38, -0.20, 0.27, 0.22, 0.40, 0.44, 0.47, -0.35, 0.46, 0.43, 0.25, -0.32, 0.60, 0.28, 0.43, 0.28, 0.40, 0.47, 0.22, -0.17, -0.19, -1.05, 0.37, 1.12, -0.66, -1.08, 0.45, 1.07, -0.69, -0.60, -0.61, 0.45, 0.53, 0.38, 0.36, -1.07, 0.41, 1.00, -0.78, -1.16, 0.30, 1.19, -0.51, -0.57, -0.51, 0.62, 0.49, 0.33, 0.33, -0.91, 0.13, 0.91, -0.61, -1.07, 0.54, 0.92, -0.63, -0.58, -0.60, 0.43, 0.61, 0.37, 0.36, -0.91, 0.47, 0.95, -0.52, -1.19, 0.35, 1.07, -0.64, -0.58, -0.54, 0.44, 0.47, 0.37, 0.30]}